# 1
# C49H84N4O19S5Zn

C49H84N4O19S5Zn as an isolated structure in a non-equilibrium geometry (wB97M-V/def2-TZVPD, OMol25).

```
162
Properties=species:S:1:pos:R:3
Zn 1.825 3.572 -0.012
S 0.758 3.890 3.168
S 2.360 2.959 -3.254
S -2.633 -3.240 -4.859
S 4.505 1.337 -0.207
S -0.805 5.512 -0.788
O -0.647 4.091 2.922
O 3.300 2.124 0.069
O 1.054 -1.350 2.800
O -2.348 -4.193 -3.807
O 3.497 2.082 -3.334
O -0.285 -3.067 1.002
O -1.646 -2.874 -5.845
O -5.209 -0.185 1.689
O 2.049 3.695 -2.032
O 2.302 -6.796 4.580
O 1.617 3.735 1.995
O -0.913 5.828 -2.188
O 5.672 2.057 -0.648
O -1.274 0.594 -1.664
O 0.440 4.994 -0.244
O -2.271 1.355 5.571
O 2.993 -1.280 -3.707
O 0.376 2.172 -0.091
O 6.028 -1.808 4.583
N 4.761 -5.295 0.475
N -5.751 -4.254 2.408
N -4.349 3.165 -5.811
N 0.453 -6.687 -3.048
C 0.210 0.931 0.189
C -4.372 -0.654 -0.473
C 1.938 -6.367 2.283
C 3.665 -1.746 4.729
C -3.260 -3.669 1.900
C -2.074 4.345 -0.249
C -4.175 1.593 4.217
C 1.355 3.649 -5.566
C 1.417 5.191 4.287
C -4.760 0.253 0.658
C 4.097 0.010 -1.373
C 1.849 -6.032 3.754
C 0.627 -1.387 -3.808
C -1.873 0.765 3.344
C -0.702 0.094 -0.655
C 0.216 3.041 -4.715
C 2.435 4.130 -4.606
C 5.109 -1.111 0.621
C 2.022 -1.921 -4.023
C -1.408 6.927 0.203
C 1.271 -4.698 4.126
C 5.193 -1.950 6.778
C -3.760 2.863 -4.888
C -4.663 -3.991 2.154
C -2.752 1.206 4.464
C 5.047 -1.774 5.285
C -0.461 -4.849 -1.468
C 0.950 2.536 4.335
C -3.117 5.198 0.447
C 2.658 -4.355 -0.728
C 4.173 -1.286 -0.584
C -3.281 -1.736 -4.047
C -2.416 6.354 1.171
C 0.086 -5.866 -2.359
C -0.766 -1.270 -0.380
C -4.756 -2.010 -3.875
C -4.203 -3.720 -5.603
C 0.874 2.074 -3.744
C -3.003 2.489 -3.702
C 1.656 4.474 5.595
C 2.143 -3.242 -4.743
C 4.908 0.268 1.200
C 0.808 0.423 1.313
C -4.438 1.709 0.493
C 0.613 -0.956 1.733
C 3.827 -4.909 -0.038
C -0.160 -1.880 0.742
C -5.184 -2.604 -5.238
C 1.998 2.982 5.332
H -5.131 -1.821 -5.995
H -2.062 3.034 -3.663
H 0.911 4.412 -6.200
H -1.632 3.727 0.536
H 4.830 -1.893 1.310
H -3.141 -0.987 -4.836
H -3.357 -0.418 -0.819
H 2.983 2.865 4.857
H 1.163 -3.684 -4.922
H -4.430 2.292 1.409
H 0.765 -0.308 -3.658
H -3.523 2.755 -2.780
H -1.942 5.915 2.051
H 2.471 4.950 6.140
H 2.046 2.435 6.266
H -0.883 0.443 3.677
H 0.937 1.548 3.886
H 1.503 -4.455 5.161
H -0.026 -1.536 -4.659
H 2.546 -3.105 -5.750
H 1.609 -3.900 3.472
H -3.163 7.069 1.511
H -1.530 -5.005 -1.355
H 4.797 0.042 -2.211
H 2.173 5.128 -4.256
H -0.275 -3.858 -1.859
H 3.166 0.272 -1.872
H -4.685 2.042 5.055
H 3.617 -1.837 3.652
H -1.276 -1.931 -1.068
H 1.704 2.821 -6.190
H 2.152 -5.195 -1.205
H 4.477 -2.118 -1.210
H 3.069 -0.880 5.035
H 1.011 -6.942 2.122
H 1.935 -5.496 1.639
H -4.917 -2.773 -3.111
H 2.816 -3.887 -4.179
H 2.993 -3.696 -1.522
H -4.078 -3.811 -6.679
H -3.808 5.563 -0.324
H 3.460 4.135 -4.960
H 0.182 -4.766 4.026
H -4.460 -4.681 -5.164
H 0.343 1.709 -2.858
H 0.649 5.961 4.296
H -3.113 -2.588 1.917
H -0.002 -4.920 -0.485
H -5.089 2.165 -0.258
H 5.212 -3.021 6.979
H 0.260 -1.735 -2.844
H 3.160 -1.540 -0.256
H 3.061 -2.579 5.110
H -3.731 4.599 1.118
H 6.142 -1.195 0.288
H -1.559 1.553 2.651
H -2.459 3.745 -1.066
H -6.190 -3.020 -5.212
H -4.192 2.307 3.378
H 4.056 0.290 1.891
H -5.369 -1.130 -3.699
H -4.446 -1.686 -0.149
H -2.584 -4.050 2.658
H -0.023 2.595 4.851
H 1.388 1.063 1.958
H 5.704 0.765 1.752
H 2.054 -3.830 0.009
H 1.184 1.169 -4.275
H 0.819 4.386 6.288
H -5.006 -0.457 -1.344
H 2.748 -7.024 1.983
H 4.299 -1.578 7.306
H -2.251 -0.107 2.804
H 5.986 -1.346 7.207
H -2.851 1.413 -3.676
H -3.041 -4.034 0.897
H -4.714 0.746 3.771
H -3.405 1.723 0.114
H -0.301 3.826 -4.147
H -0.547 2.589 -5.345
H 2.319 5.588 3.830
H -1.789 7.688 -0.473
H -0.509 7.329 0.676
H -2.628 -1.487 -3.213
```

Properties
multiplicity = 1
largest force on an atom = 2.18 eV/A
E = -199629.4997 eV

Mulliken atomic charge list, values in e, 99 entries:
1 Zn 0.871
2 S 1.454
3 S 1.016
4 S 1.389
5 S 0.938
6 S 1.216
7 O -0.812
8 O -0.274
9 O -0.794
10 O -0.686
11 O -0.722
12 O -0.829
13 O -0.722
14 O -0.619
15 O -0.699
16 O -0.606
17 O -0.888
18 O -0.755
19 O -0.784
20 O 0.476
21 O -0.225
22 O -0.632
23 O -0.591
24 O 1.181
25 O -0.558
26 N -0.550
27 N -0.478
28 N -0.496
29 N -0.581
30 C -0.132
31 C -0.137
32 C -0.299
33 C 0.007
34 C 0.558
35 C 1.389
36 C -0.928
37 C -0.914
38 C -0.850
39 C -0.120
40 C -0.149
41 C 0.553
42 C 0.629
43 C 0.588
44 C -0.163
45 C -0.715
46 C -0.961
47 C -1.189
48 C 0.539
49 C -1.060
50 C -0.599
51 C -1.160
52 C 0.052
53 C 0.045
54 C 0.513
55 C 0.643
56 C 0.477
57 C -0.046
58 C -0.642
59 C 0.970
60 C 0.598
61 C 0.173
62 C -0.192
63 C 0.091
64 C -0.198
65 C -0.492
66 C -0.843
67 C 0.736
68 C 0.805
69 C -0.760
70 C -1.183
71 C -0.177
72 C -0.190
73 C 0.322
74 C 0.096
75 C -0.064
76 C -0.406
77 C -0.886
78 C -0.788
79 H 0.356
80 H -0.512
81 H 0.517
82 H -0.677
83 H 0.448
84 H 0.286
85 H -0.357
86 H 0.363
87 H 0.218
88 H -0.364
89 H -0.791
90 H 0.018
91 H -0.074
92 H 0.417
93 H 0.395
94 H 0.046
95 H -0.143
96 H 0.373
97 H 0.612
98 H 0.394
99 H -0.040

# 2
# C4Br3O2

C4Br3O2 as an isolated structure in a non-equilibrium geometry (wB97M-V/def2-TZVPD, OMol25).

```
9
Properties=species:S:1:pos:R:3
Br -3.122 -0.019 0.015
Br 2.008 1.580 -0.058
Br 2.039 -1.508 0.038
O -0.122 -0.032 -2.242
O -0.117 -0.088 2.233
C 0.901 0.037 0.005
C -0.210 -0.034 1.066
C -0.203 0.025 -1.040
C -1.174 0.039 -0.017
```

Properties
multiplicity = 1
total charge = -1
largest force on an atom = 3.54 eV/A
energy above the lowest of the compared OMol25 structures with the same formula, charge and spin = 0.0 kcal per mole

Mulliken charges, unit e, in atom order:
1 Br -0.270
2 Br -0.134
3 Br -0.147
4 O -0.679
5 O -0.607
6 C 0.664
7 C 0.222
8 C 0.238
9 C -0.286

# 3
# C4Br4N2

C4Br4N2 as an isolated structure in a non-equilibrium geometry (wB97M-V/def2-TZVPD, OMol25).

```
10
Properties=species:S:1:pos:R:3
Br -0.010 2.881 -1.081
Br -2.689 0.234 0.635
Br 0.510 -1.721 -2.898
Br 2.642 1.073 -0.804
N 0.354 -0.852 2.781
N -0.457 -1.034 -0.317
C 1.097 1.522 -1.751
C -0.362 -0.776 1.928
C -0.010 -0.912 -1.431
C -1.076 -0.677 0.794
```

Properties
multiplicity = 1
largest force on an atom = 5.27 eV/A
energy above the lowest of the compared OMol25 structures with the same formula, charge and spin = 0.2 kcal per mole

Mulliken charges, unit e, in atom order:
1 Br 0.005
2 Br -0.051
3 Br 0.075
4 Br 0.036
5 N -0.353
6 N -0.166
7 C -0.078
8 C 0.422
9 C 0.240
10 C -0.129